{"formula": "C44H44F4N5O8S2TeZr", "method": "the ωB97M-V functional and the def2-TZVPD basis", "symbols": ["Zr", "C", "N", "C", "C", "C", "N", "C", "C", "F", "C", "F", "C", "C", "F", "C", "F", "H", "H", "H", "H", "H", "H", "H", "H", "H", "H", "H", "C", "N", "C", "C", "C", "C", "C", "N", "C", "C", "C", "C", "C", "C", "H", "H", "H", "H", "H", "H", "H", "H", "H", "H", "H", "O", "S", "O", "O", "O", "Te", "C", "C", "C", "C", "C", "C", "C", "C", "C", "C", "C", "C", "H", "H", "H", "H", "H", "H", "H", "H", "H", "H", "C", "C", "C", "C", "C", "C", "C", "S", "O", "O", "N", "C", "C", "C", "O", "O", "H", "H", "H", "H", "H", "H", "H", "H", "H", "H", "H", "H"], "positions_angstrom": [[-0.45, -0.07, 1.68], [2.75, 0.01, 0.53], [1.42, -0.20, -0.08], [1.31, 0.69, -1.25], [1.35, -1.59, -0.59], [1.47, -2.59, 0.54], [0.73, -2.13, 1.70], [0.96, -2.82, 2.84], [0.26, -2.39, 3.98], [-0.60, -1.36, 3.74], [0.33, -2.94, 5.23], [-0.43, -2.44, 6.22], [1.16, -4.03, 5.46], [1.85, -4.50, 4.36], [2.66, -5.57, 4.52], [1.77, -3.95, 3.10], [2.47, -4.57, 2.12], [3.52, -0.15, -0.23], [2.90, -0.66, 1.37], [2.81, 1.03, 0.91], [2.09, 0.45, -1.98], [1.44, 1.72, -0.92], [0.33, 0.58, -1.71], [2.16, -1.75, -1.32], [0.42, -1.69, -1.14], [2.52, -2.72, 0.78], [1.12, -3.56, 0.16], [1.25, -4.48, 6.43], [-3.26, -1.58, 3.61], [-2.76, -0.64, 2.61], [-3.54, 0.35, 2.36], [-3.21, 1.36, 1.42], [-3.99, 2.42, 0.96], [-3.24, 3.05, -0.04], [-2.04, 2.34, -0.13], [-2.01, 1.33, 0.76], [-3.31, -3.03, 3.16], [-2.37, -3.60, 2.32], [-2.44, -4.94, 1.99], [-3.45, -5.74, 2.49], [-4.40, -5.19, 3.34], [-4.33, -3.84, 3.66], [-4.28, -1.29, 3.90], [-2.65, -1.51, 4.50], [-4.52, 0.43, 2.85], [-4.99, 2.67, 1.30], [-3.52, 3.89, -0.65], [-1.23, 2.49, -0.83], [-1.58, -3.00, 1.89], [-1.69, -5.37, 1.33], [-3.50, -6.79, 2.23], [-5.20, -5.80, 3.74], [-5.07, -3.41, 4.32], [1.29, 2.57, 3.91], [0.69, 1.26, 3.93], [0.70, 0.58, 5.18], [1.31, 0.40, 2.80], [-0.72, 1.32, 3.31], [0.71, 3.42, 1.24], [2.71, 4.05, 1.54], [2.98, 4.88, 2.62], [4.27, 5.35, 2.84], [5.30, 4.98, 1.98], [5.04, 4.13, 0.92], [3.75, 3.67, 0.70], [0.50, 4.52, -0.58], [-0.51, 5.47, -0.64], [-0.70, 6.24, -1.78], [0.14, 6.08, -2.88], [1.16, 5.14, -2.83], [1.33, 4.36, -1.69], [2.19, 5.16, 3.30], [4.47, 6.00, 3.68], [6.31, 5.34, 2.16], [5.84, 3.83, 0.25], [3.57, 3.00, -0.13], [-1.17, 5.60, 0.20], [-1.50, 6.97, -1.81], [0.00, 6.68, -3.77], [1.82, 5.01, -3.68], [2.13, 3.63, -1.68], [1.80, 2.05, -6.49], [1.24, 0.74, -6.02], [0.45, 0.67, -4.88], [-0.09, -0.53, -4.44], [0.17, -1.68, -5.16], [0.96, -1.65, -6.30], [1.50, -0.44, -6.72], [-0.49, -3.26, -4.70], [0.61, -4.18, -4.59], [-1.58, -3.56, -5.59], [-1.05, -3.04, -3.17], [-2.47, -2.71, -2.95], [-2.68, -2.45, -1.46], [-1.85, -1.27, -0.97], [-1.61, -0.34, -1.73], [-1.46, -1.36, 0.25], [1.98, 2.72, -5.65], [1.10, 2.55, -7.16], [2.74, 1.91, -7.03], [0.25, 1.57, -4.31], [-0.69, -0.56, -3.54], [1.18, -2.56, -6.84], [2.13, -0.41, -7.60], [-0.72, -3.81, -2.60], [-3.11, -3.53, -3.29], [-2.73, -1.83, -3.53], [-2.46, -3.34, -0.87], [-3.73, -2.21, -1.27]], "largest_force_ev_per_a": 1.3, "homo_ev": -5.19, "homo_lumo_gap_ha": 0.270, "lumo_ev": 2.164, "charge": -1, "relative_energy_kj_mol": 13.4, "energy_ha": -4089.97186}

{"formula": "C44H45BrN6O5S3SiTa", "method": "the ωB97M-V functional and the def2-TZVPD basis", "symbols": ["Ta", "O", "C", "N", "C", "C", "C", "C", "C", "C", "N", "C", "O", "C", "C", "C", "C", "C", "N", "C", "C", "C", "C", "C", "N", "H", "H", "H", "H", "H", "H", "H", "H", "H", "H", "H", "H", "S", "C", "C", "C", "C", "N", "C", "C", "C", "S", "C", "N", "H", "H", "C", "C", "C", "C", "O", "Si", "S", "O", "C", "C", "C", "C", "O", "C", "C", "C", "C", "H", "H", "H", "H", "H", "H", "H", "H", "H", "H", "H", "H", "H", "H", "H", "H", "H", "H", "H", "H", "H", "H", "H", "H", "H", "H", "H", "Br", "C", "C", "C", "C", "C", "C", "H", "H", "H", "H"], "positions_angstrom": [[-0.34, -0.42, 0.16], [0.63, 1.56, 3.87], [0.47, 1.23, 2.71], [0.14, 0.01, 2.23], [0.49, -1.12, 2.99], [0.19, -1.37, 4.32], [0.61, -2.57, 4.88], [1.32, -3.49, 4.13], [1.64, -3.23, 2.79], [1.22, -2.04, 2.23], [1.37, -1.61, 0.88], [2.42, -2.05, 0.17], [3.31, -2.81, 0.52], [2.47, -1.46, -1.21], [3.45, -1.91, -2.07], [3.51, -1.39, -3.35], [2.58, -0.43, -3.71], [1.62, -0.06, -2.79], [1.55, -0.55, -1.55], [0.77, 2.21, 1.61], [1.07, 3.52, 1.91], [1.37, 4.39, 0.87], [1.37, 3.89, -0.42], [1.07, 2.56, -0.63], [0.77, 1.72, 0.36], [-0.35, -0.63, 4.89], [0.37, -2.78, 5.92], [1.63, -4.42, 4.58], [2.20, -3.94, 2.21], [4.13, -2.66, -1.70], [4.27, -1.72, -4.06], [2.57, 0.02, -4.70], [0.84, 0.65, -3.08], [1.04, 3.82, 2.95], [1.59, 5.43, 1.07], [1.60, 4.53, -1.27], [1.04, 2.16, -1.64], [-2.15, 1.27, 0.89], [-2.78, 0.56, 2.34], [-3.40, 1.33, 3.33], [-3.93, 0.73, 4.46], [-4.55, 1.55, 5.46], [-5.05, 2.23, 6.24], [-3.86, -0.66, 4.61], [-3.26, -1.43, 3.62], [-2.73, -0.83, 2.49], [-2.03, -1.81, 1.21], [-4.40, -1.30, 5.78], [-4.83, -1.82, 6.71], [-3.44, 2.41, 3.22], [-3.20, -2.50, 3.74], [-2.60, 2.10, -6.34], [-3.02, 2.81, -5.06], [-4.54, 2.93, -5.01], [-2.35, 4.18, -4.97], [-2.54, 1.99, -3.99], [-2.87, 1.89, -2.39], [-1.23, 0.63, -1.92], [-4.36, 1.28, -2.12], [-4.95, -0.01, -2.29], [-6.43, 0.25, -2.52], [-4.73, -0.81, -1.01], [-4.34, -0.75, -3.48], [-2.83, 3.37, -1.73], [-3.59, 4.27, -0.92], [-2.63, 4.74, 0.18], [-4.83, 3.62, -0.33], [-4.00, 5.46, -1.78], [-2.90, 2.68, -7.22], [-3.06, 1.11, -6.40], [-1.51, 1.97, -6.35], [-4.88, 3.59, -5.81], [-4.87, 3.34, -4.06], [-5.01, 1.95, -5.14], [-2.69, 4.82, -5.79], [-1.27, 4.06, -5.03], [-2.59, 4.65, -4.02], [-6.85, 0.79, -1.67], [-6.97, -0.69, -2.64], [-6.58, 0.85, -3.42], [-5.11, -0.26, -0.15], [-3.67, -0.98, -0.86], [-5.23, -1.78, -1.07], [-4.48, -0.18, -4.41], [-4.83, -1.72, -3.59], [-3.28, -0.92, -3.32], [-2.43, 3.92, 0.88], [-3.06, 5.58, 0.73], [-1.69, 5.05, -0.27], [-4.57, 2.72, 0.22], [-5.53, 3.35, -1.12], [-5.32, 4.32, 0.35], [-3.13, 5.97, -2.19], [-4.56, 6.18, -1.17], [-4.65, 5.14, -2.60], [-0.39, -6.51, -3.37], [-0.44, -4.86, -2.42], [-0.26, -4.86, -1.05], [-0.29, -3.65, -0.37], [-0.51, -2.41, -1.00], [-0.69, -2.49, -2.39], [-0.66, -3.68, -3.10], [-0.08, -5.78, -0.51], [-0.13, -3.68, 0.70], [-0.86, -1.59, -2.96], [-0.80, -3.69, -4.17]], "largest_force_ev_per_a": 0.6, "homo_ev": -5.37, "homo_lumo_gap_ha": 0.256, "lumo_ev": 1.585, "charge": -1, "relative_energy_kj_mol": 14.2, "energy_ha": -6524.00532}

{"formula": "C44H45IN5O6Rb", "method": "the ωB97M-V functional and the def2-TZVPD basis", "symbols": ["Rb", "C", "C", "C", "O", "C", "O", "O", "H", "H", "H", "H", "H", "H", "H", "C", "C", "C", "C", "C", "C", "C", "N", "C", "N", "C", "C", "C", "C", "C", "C", "C", "N", "C", "C", "C", "C", "C", "C", "C", "H", "H", "H", "H", "H", "H", "H", "H", "H", "H", "H", "H", "H", "H", "H", "H", "H", "H", "H", "H", "H", "H", "I", "C", "C", "C", "C", "C", "C", "C", "O", "O", "H", "H", "H", "H", "C", "N", "N", "C", "O", "C", "C", "C", "C", "C", "C", "C", "C", "C", "H", "H", "H", "H", "H", "H", "H", "H", "H", "H", "H", "H"], "positions_angstrom": [[0.41, 0.33, 0.97], [-1.52, 3.86, 0.82], [-0.58, 3.95, 2.02], [-0.83, 5.23, 2.81], [-0.79, 2.82, 2.88], [0.90, 3.87, 1.49], [1.60, 4.88, 1.63], [1.18, 2.78, 0.93], [-2.57, 3.91, 1.15], [-1.37, 2.92, 0.29], [-1.34, 4.69, 0.14], [-1.85, 5.22, 3.22], [-0.72, 6.10, 2.16], [-0.11, 5.31, 3.62], [-1.73, 2.79, 3.09], [0.12, 4.25, -5.81], [-1.06, 4.59, -4.95], [-1.89, 5.67, -5.25], [-2.98, 5.99, -4.47], [-3.24, 5.24, -3.33], [-2.43, 4.18, -2.99], [-1.34, 3.83, -3.80], [-0.49, 2.77, -3.48], [-0.77, 1.52, -2.89], [-2.09, 1.29, -2.68], [-2.74, 0.24, -1.93], [-2.11, -0.31, -0.81], [-2.88, -1.28, -0.16], [-4.16, -1.66, -0.57], [-4.73, -1.06, -1.69], [-4.02, -0.09, -2.39], [-4.63, 0.56, -3.61], [0.18, 0.70, -2.64], [1.50, 1.08, -2.84], [2.11, 2.07, -2.07], [3.45, 2.39, -2.25], [4.20, 1.74, -3.22], [3.60, 0.75, -3.99], [2.26, 0.41, -3.82], [1.62, -0.68, -4.65], [0.14, 4.88, -6.70], [0.09, 3.21, -6.13], [1.07, 4.40, -5.28], [-1.66, 6.26, -6.14], [-3.62, 6.83, -4.73], [-4.08, 5.49, -2.69], [-2.61, 3.62, -2.08], [0.44, 2.82, -3.85], [-2.70, 1.89, -3.21], [-2.49, -1.77, 0.72], [-4.72, -2.42, -0.03], [-5.73, -1.34, -2.02], [-5.61, 0.12, -3.82], [-4.00, 0.44, -4.50], [-4.79, 1.64, -3.47], [1.54, 2.58, -1.30], [3.90, 3.15, -1.62], [5.25, 1.97, -3.36], [4.18, 0.22, -4.73], [2.38, -1.37, -5.02], [1.08, -0.26, -5.50], [0.90, -1.23, -4.05], [5.57, -2.74, -3.44], [5.06, -2.61, -1.41], [5.77, -3.38, -0.50], [5.44, -3.31, 0.85], [4.42, -2.48, 1.29], [3.73, -1.72, 0.35], [4.04, -1.76, -1.00], [4.02, -2.43, 2.78], [4.71, -3.15, 3.54], [3.13, -1.61, 3.07], [6.57, -4.03, -0.84], [5.97, -3.90, 1.59], [2.94, -1.09, 0.74], [3.49, -1.16, -1.72], [1.30, -4.69, 5.77], [0.55, -4.83, 4.51], [-0.29, -3.72, 4.30], [-0.07, -3.19, 3.01], [-0.70, -2.26, 2.55], [0.98, -4.00, 2.45], [1.33, -4.93, 3.36], [2.42, -5.95, 3.28], [-1.48, -3.63, 5.03], [-2.20, -2.43, 5.03], [-3.38, -2.34, 5.75], [-3.85, -3.42, 6.49], [-3.12, -4.60, 6.50], [-1.95, -4.71, 5.77], [0.60, -4.48, 6.57], [2.03, -3.88, 5.70], [1.80, -5.63, 5.99], [1.41, -3.85, 1.48], [2.22, -6.62, 2.44], [2.48, -6.55, 4.18], [3.37, -5.45, 3.11], [-1.84, -1.60, 4.44], [-3.94, -1.42, 5.72], [-4.77, -3.33, 7.06], [-3.48, -5.45, 7.07], [-1.40, -5.64, 5.75]], "largest_force_ev_per_a": 0.9, "homo_ev": -1.65, "homo_lumo_gap_ha": 0.187, "lumo_ev": 3.446, "charge": -2, "relative_energy_kj_mol": 64.6, "energy_ha": -2750.79047}

{"formula": "C44H45N2O5", "method": "the ωB97M-V functional and the def2-TZVPD basis", "symbols": ["C", "C", "C", "C", "C", "C", "C", "C", "N", "C", "C", "C", "C", "N", "O", "C", "C", "C", "C", "H", "H", "H", "H", "H", "H", "H", "H", "H", "H", "H", "H", "H", "H", "H", "H", "H", "H", "H", "H", "H", "H", "H", "H", "H", "H", "H", "H", "H", "C", "C", "C", "C", "C", "C", "C", "O", "C", "C", "C", "C", "C", "C", "C", "O", "H", "H", "H", "H", "H", "H", "H", "H", "C", "C", "C", "C", "C", "C", "C", "O", "C", "C", "C", "C", "C", "C", "C", "O", "H", "H", "H", "H", "H", "H", "H", "H"], "positions_angstrom": [[-6.63, -1.44, 0.85], [-5.42, -1.48, 0.32], [-3.93, -1.47, -0.26], [-3.52, -2.99, -0.63], [-4.04, -4.11, 0.42], [-2.79, -5.16, 0.63], [-1.85, -4.54, 1.80], [-0.39, -4.15, 1.16], [0.61, -4.31, 2.30], [-3.97, -0.53, -1.61], [-3.25, 0.90, -1.40], [-1.68, 0.85, -1.88], [-3.97, 1.92, -2.47], [-3.45, 1.52, -0.05], [-4.76, 1.71, 0.06], [-2.91, 0.68, 1.07], [-1.47, 1.35, 1.50], [-3.84, 0.82, 2.42], [-2.81, -0.90, 0.75], [-7.75, -1.31, 1.05], [-2.38, -3.05, -0.74], [-3.97, -3.20, -1.68], [-4.29, -3.71, 1.47], [-4.95, -4.70, 0.01], [-3.24, -6.13, 1.04], [-2.20, -5.31, -0.36], [-2.29, -3.58, 2.29], [-1.67, -5.28, 2.68], [-0.15, -4.89, 0.31], [-0.41, -3.05, 0.84], [0.20, -3.86, 3.14], [1.51, -3.86, 2.03], [-5.09, -0.32, -1.86], [-3.56, -1.11, -2.53], [-1.35, 1.84, -2.37], [-1.65, 0.05, -2.73], [-0.97, 0.46, -1.06], [-3.45, 1.73, -3.49], [-3.63, 2.99, -2.14], [-5.11, 1.80, -2.50], [-0.79, 0.59, 2.03], [-0.97, 1.87, 0.60], [-1.76, 2.20, 2.25], [-3.31, 0.15, 3.21], [-4.90, 0.41, 2.27], [-3.90, 1.91, 2.77], [-1.74, -1.10, 0.33], [-2.82, -1.46, 1.78], [0.81, 5.12, -8.62], [1.24, 6.45, -8.62], [1.06, 7.24, -7.49], [0.43, 6.71, -6.36], [-0.02, 5.39, -6.37], [0.18, 4.59, -7.50], [-0.72, 4.83, -5.20], [-1.12, 3.67, -5.20], [-0.95, 5.69, -4.02], [-1.67, 5.19, -2.93], [-1.88, 5.99, -1.81], [-1.37, 7.29, -1.77], [-0.66, 7.79, -2.86], [-0.46, 6.99, -3.99], [0.26, 7.55, -5.15], [0.70, 8.68, -5.13], [0.96, 4.50, -9.50], [1.72, 6.87, -9.50], [1.40, 8.27, -7.49], [-0.15, 3.56, -7.51], [-2.07, 4.18, -2.95], [-2.44, 5.61, -0.96], [-1.53, 7.91, -0.90], [-0.27, 8.80, -2.83], [2.77, -5.57, 4.21], [2.75, -5.34, 5.59], [3.78, -4.60, 6.18], [4.83, -4.11, 5.40], [4.85, -4.37, 4.03], [3.81, -5.09, 3.43], [5.98, -3.90, 3.20], [6.01, -4.12, 2.00], [7.09, -3.16, 3.85], [8.19, -2.76, 3.09], [9.23, -2.06, 3.69], [9.17, -1.75, 5.04], [8.08, -2.15, 5.81], [7.04, -2.87, 5.21], [5.90, -3.32, 6.03], [5.85, -3.05, 7.22], [1.96, -6.13, 3.75], [1.94, -5.72, 6.20], [3.76, -4.42, 7.25], [3.82, -5.28, 2.36], [8.25, -3.00, 2.03], [10.09, -1.75, 3.10], [9.98, -1.19, 5.51], [8.04, -1.90, 6.86]], "multiplicity": 2, "largest_force_ev_per_a": 6.6, "homo_ev": [-9.02, -9.44], "homo_lumo_gap_ha": [0.293, 0.308], "lumo_ev": [-1.058, -1.058], "energy_ha": -2189.08955}